{
  "formula": "CH6NP",
  "method": "wB97M-V/def2-TZVPD",
  "species": ["P", "N", "C", "H", "H", "H", "H", "H", "H"],
  "coordinates": [[2.17, -0.68, -0.04], [-1.88, -1.00, 0.03], [3.02, 0.71, -0.08], [3.80, 0.87, -0.80], [2.92, 1.36, 0.85], [1.87, -0.69, 1.24], [-2.16, -1.37, 0.91], [-2.05, 0.00, 0.09], [-0.89, -1.02, -0.16]],
  "smiles": "C=P.N",
  "lumo_energy_ev": -0.02,
  "relative_energy_kcal_mol": 36.6,
  "total_energy_ev": -11911.2013,
  "max_force_ev_per_a": 3.42
}